Entry from the Open Molecules 2025 dataset: a 10-piece molecular cluster, C12H40O12 overall in a non-equilibrium geometry (ωB97M-V with the def2-TZVPD basis set).

Its net charge is -2. For the frontier orbital gap, the calculation gives 2.4 eV. As for the LUMO energy: 0.159 Eh.

Last columns: bonded neighbours and bond lengths (Å).
Atoms and positions in Å:
1 C 0.238 0.470 -0.971  O2 1.206, O3 1.257, O4 1.235
2 O -0.754 1.011 -1.389  C1 1.206
3 O 1.103 1.103 -0.314  C1 1.257
4 O 0.387 -0.736 -1.196  C1 1.235
5 C 2.466 -6.864 -0.821  C6 1.521, H8 1.090, H9 1.090, H10 1.090
6 C 0.967 -6.998 -1.046  C5 1.521, O7 1.400, H11 1.090, H12 1.090
7 O 0.472 -5.961 -1.844  C6 1.400, H13 0.960
8 H 2.937 -7.796 -0.508  C5 1.090
9 H 2.583 -6.029 -0.130  C5 1.090
10 H 2.981 -6.455 -1.690  C5 1.090
11 H 0.437 -7.091 -0.098  C6 1.090
12 H 0.742 -7.904 -1.609  C6 1.090
13 H 0.745 -5.129 -1.450  O7 0.960
14 C -6.864 4.120 2.051  C15 1.526, H17 1.090, H18 1.090, H19 1.090
15 C -5.936 3.101 1.397  C14 1.526, O16 1.404, H20 1.090, H21 1.090
16 O -5.194 3.626 0.326  C15 1.404, H22 0.960
17 H -7.567 4.512 1.316  C14 1.090
18 H -6.339 4.976 2.475  C14 1.090
19 H -7.507 3.676 2.811  C14 1.090
20 H -6.486 2.280 0.937  C15 1.090
21 H -5.125 2.777 2.050  C15 1.090
22 H -4.541 2.980 0.048  O16 0.960
23 C 2.762 4.120 -4.649  O24 1.445, H25 1.090, H26 1.090, H27 1.090
24 O 3.592 4.095 -3.467  C23 1.445, H28 0.960
25 H 2.983 5.007 -5.243  C23 1.090
26 H 2.985 3.273 -5.298  C23 1.090
27 H 1.712 4.112 -4.357  C23 1.090
28 H 3.174 3.465 -2.875  O24 0.960
29 C 3.147 -2.344 3.489  O30 1.414, H31 1.090, H32 1.090, H33 1.090
30 O 1.840 -2.746 3.129  C29 1.414, H34 0.960
31 H 3.491 -2.794 4.420  C29 1.090
32 H 3.850 -2.479 2.667  C29 1.090
33 H 3.171 -1.299 3.798  C29 1.090
34 H 1.768 -2.230 2.323  O30 0.960
35 C -4.781 2.001 -5.426  O36 1.420, H37 1.090, H38 1.090, H39 1.090
36 O -3.409 1.662 -5.560  C35 1.420, H40 0.960
37 H -5.430 1.738 -6.261  C35 1.090
38 H -5.143 1.502 -4.527  C35 1.090
39 H -4.905 3.068 -5.240  C35 1.090
40 H -3.081 1.707 -4.659  O36 0.960
41 C -1.074 1.372 5.175  O42 1.441, H43 1.090, H44 1.090, H45 1.090
42 O -0.768 2.303 4.120  C41 1.441, H46 0.960
43 H -1.930 1.657 5.788  C41 1.090
44 H -1.300 0.365 4.822  C41 1.090
45 H -0.286 1.227 5.914  C41 1.090
46 H -0.328 1.797 3.434  O42 0.960
47 C -3.775 -3.082 1.376  O48 1.390, H49 1.090, H50 1.090, H51 1.090
48 O -3.985 -2.451 0.155  C47 1.390, H52 0.960
49 H -3.715 -2.405 2.228  C47 1.090
50 H -4.571 -3.821 1.474  C47 1.090
51 H -2.897 -3.725 1.304  C47 1.090
52 H -3.172 -1.986 -0.053  O48 0.960
53 C 5.488 -1.145 -3.444  O54 1.399, H55 1.090, H56 1.090, H57 1.090
54 O 4.885 -2.056 -2.572  C53 1.399, H58 0.960
55 H 5.528 -0.181 -2.937  C53 1.090
56 H 6.529 -1.430 -3.597  C53 1.090
57 H 4.930 -1.075 -4.378  C53 1.090
58 H 4.147 -1.591 -2.169  O54 0.960
59 C 4.853 3.656 3.775  O60 1.458, H61 1.090, H62 1.090, H63 1.090
60 O 5.221 2.884 2.595  C59 1.458, H64 0.960
61 H 5.766 3.902 4.318  C59 1.090
62 H 4.295 4.542 3.472  C59 1.090
63 H 4.278 3.041 4.467  C59 1.090
64 H 4.410 2.672 2.127  O60 0.960


Entry from the Open Molecules 2025 dataset: a 8-piece molecular cluster, C12H41NO8 overall in a non-equilibrium geometry (ωB97M-V with the def2-TZVPD basis set).

The structure (SMILES) is COC[C@H](C)N.CCO.CCO.CCO.CCO.O.O.O. For the frontier orbital gap, the calculation gives 9.2 eV. As for the LUMO energy: -0.006 Eh.

Last columns: bonded neighbours and bond lengths (Å).
Atoms and positions in Å:
1 O -2.108 14.972 -24.792  H2 0.972, H3 0.963
2 H -1.808 14.618 -23.938  O1 0.972
3 H -1.917 15.914 -24.739  O1 0.963
4 O -1.342 14.734 -21.960  H5 0.980, H6 0.981
5 H -0.419 15.060 -21.907  O4 0.980
6 H -1.274 13.757 -21.915  O4 0.981
7 O 1.267 15.715 -21.545  H8 0.966, H9 0.966
8 H 1.765 16.539 -21.475  O7 0.966
9 H 1.928 15.042 -21.753  O7 0.966
10 C 2.394 14.197 -18.214  C11 1.509, H16 1.095, H17 1.098, H18 1.092
11 C 0.952 13.847 -17.944  C10 1.509, C12 1.526, N15 1.461, H19 1.099
12 C 0.681 13.425 -16.503  C11 1.526, O13 1.402, H20 1.094, H21 1.099
13 O 1.420 12.267 -16.222  C12 1.402, C14 1.427
14 C 0.762 11.495 -15.218  O13 1.427, H22 1.088, H23 1.088, H24 1.094
15 N 0.027 14.909 -18.332  C11 1.461, H25 1.022, H26 1.017
16 H 2.584 14.461 -19.259  C10 1.095
17 H 3.061 13.332 -18.104  C10 1.098
18 H 2.750 15.019 -17.589  C10 1.092
19 H 0.691 12.934 -18.498  C11 1.099
20 H -0.395 13.259 -16.399  C12 1.094
21 H 0.911 14.270 -15.838  C12 1.099
22 H 0.449 12.091 -14.363  C14 1.088
23 H 1.442 10.705 -14.906  C14 1.088
24 H -0.074 11.000 -15.722  C14 1.094
25 H 0.304 15.750 -17.822  N15 1.022
26 H 0.192 15.169 -19.300  N15 1.017
27 C -5.878 14.223 -20.582  C28 1.506, H30 1.092, H31 1.092, H32 1.090
28 C -4.541 14.347 -21.265  C27 1.506, O29 1.433, H33 1.096, H34 1.095
29 O -3.875 15.521 -20.784  C28 1.433, H35 0.971
30 H -6.472 15.130 -20.710  C27 1.092
31 H -5.760 14.138 -19.500  C27 1.092
32 H -6.405 13.361 -20.991  C27 1.090
33 H -4.659 14.467 -22.348  C28 1.096
34 H -3.938 13.455 -21.069  C28 1.095
35 H -2.985 15.464 -21.170  O29 0.971
36 C -1.558 18.072 -21.273  C37 1.522, H39 1.089, H40 1.091, H41 1.088
37 C -1.238 19.509 -21.656  C36 1.522, O38 1.437, H42 1.093, H43 1.093
38 O -0.386 19.439 -22.811  C37 1.437, H44 0.962
39 H -1.881 17.490 -22.135  C36 1.089
40 H -2.403 18.006 -20.587  C36 1.091
41 H -0.662 17.643 -20.828  C36 1.088
42 H -0.766 20.026 -20.817  C37 1.093
43 H -2.119 20.083 -21.955  C37 1.093
44 H -0.087 20.331 -23.011  O38 0.962
45 C -1.367 9.792 -23.165  C46 1.498, H48 1.098, H49 1.088, H50 1.090
46 C -1.261 11.275 -23.341  C45 1.498, O47 1.471, H51 1.090, H52 1.092
47 O -0.928 11.913 -22.057  C46 1.471, H53 0.965
48 H -1.428 9.322 -24.155  C45 1.098
49 H -2.287 9.514 -22.653  C45 1.088
50 H -0.517 9.312 -22.679  C45 1.090
51 H -2.226 11.705 -23.611  C46 1.090
52 H -0.522 11.585 -24.082  C46 1.092
53 H 0.014 11.736 -21.949  O47 0.965
54 C -2.666 12.636 -18.406  C55 1.526, H57 1.091, H58 1.088, H59 1.096
55 C -2.101 11.273 -18.797  C54 1.526, O56 1.414, H60 1.090, H61 1.099
56 O -2.640 10.848 -20.033  C55 1.414, H62 0.972
57 H -3.735 12.671 -18.619  C54 1.091
58 H -2.115 13.433 -18.901  C54 1.088
59 H -2.660 12.838 -17.329  C54 1.096
60 H -2.272 10.505 -18.042  C55 1.090
61 H -1.005 11.356 -18.821  C55 1.099
62 H -2.297 11.416 -20.744  O56 0.972